{"formula": "C32H40GeIrN7S2", "method": "ωB97M-V with the def2-TZVPD basis set", "symbols": ["Ir", "C", "C", "N", "N", "C", "N", "S", "C", "C", "C", "C", "C", "N", "H", "H", "H", "H", "H", "H", "H", "H", "H", "H", "N", "N", "C", "N", "S", "H", "H", "H", "H", "H", "C", "C", "C", "C", "C", "C", "Ge", "C", "C", "C", "C", "C", "C", "C", "C", "C", "C", "C", "C", "H", "H", "H", "H", "H", "H", "H", "H", "H", "H", "H", "H", "H", "H", "H", "C", "C", "C", "C", "C", "H", "H", "H", "H", "H", "H", "H", "H", "H", "H"], "coordinates": [[-0.449, 0.789, -0.078], [-0.826, 5.073, 0.411], [-0.346, 3.667, 0.279], [-1.194, 2.627, 0.185], [-2.551, 2.809, 0.113], [-3.346, 1.751, 0.124], [-4.673, 1.860, 0.053], [-2.633, 0.153, 0.220], [1.014, 3.286, 0.181], [2.082, 4.211, 0.208], [3.372, 3.778, 0.074], [3.620, 2.409, -0.096], [2.557, 1.546, -0.122], [1.277, 1.937, 0.028], [-1.744, 5.131, 0.999], [-1.007, 5.543, -0.557], [-0.097, 5.680, 0.940], [-2.909, 3.760, 0.055], [-5.150, 2.743, 0.111], [-5.237, 1.026, 0.078], [1.872, 5.262, 0.314], [4.186, 4.485, 0.087], [4.620, 2.025, -0.213], [2.714, 0.487, -0.254], [-0.170, 0.622, 2.638], [-0.722, 0.916, 3.902], [-2.039, 1.074, 4.076], [-2.470, 1.325, 5.313], [-3.175, 0.960, 2.816], [-0.093, -0.395, 2.534], [0.766, 1.022, 2.585], [-0.131, 0.789, 4.720], [-1.843, 1.480, 6.085], [-3.459, 1.426, 5.483], [-2.307, -4.655, 2.266], [-2.710, -3.929, 1.154], [-1.850, -3.005, 0.587], [-0.577, -2.787, 1.117], [-0.180, -3.539, 2.226], [-1.041, -4.465, 2.796], [0.653, -1.569, 0.237], [2.346, -1.533, 1.231], [2.433, -1.394, 2.619], [3.655, -1.423, 3.272], [4.824, -1.598, 2.547], [4.759, -1.761, 1.173], [3.534, -1.730, 0.524], [1.028, -2.135, -1.586], [1.815, -1.391, -2.466], [2.211, -1.945, -3.672], [1.803, -3.227, -4.013], [1.002, -3.961, -3.151], [0.595, -3.414, -1.944], [-2.972, -5.383, 2.706], [-3.684, -4.099, 0.721], [-2.159, -2.490, -0.312], [0.816, -3.431, 2.632], [-0.716, -5.051, 3.644], [1.540, -1.314, 3.227], [3.696, -1.329, 4.348], [5.777, -1.628, 3.054], [5.661, -1.928, 0.604], [3.512, -1.880, -0.548], [2.122, -0.385, -2.213], [2.832, -1.378, -4.349], [2.111, -3.657, -4.956], [0.692, -4.961, -3.418], [-0.036, -3.988, -1.282], [-1.922, -0.719, -3.185], [-1.389, 0.706, -3.186], [-0.630, 0.945, -4.507], [-2.588, 1.673, -3.166], [-0.419, 1.058, -2.087], [-2.649, -0.831, -3.987], [-2.429, -0.964, -2.253], [-1.131, -1.440, -3.347], [-1.265, 0.685, -5.352], [0.267, 0.336, -4.557], [-0.344, 1.991, -4.610], [-3.114, 1.625, -4.118], [-2.269, 2.702, -3.013], [-3.305, 1.400, -2.396], [0.186, 1.938, -2.303]], "atomic_forces_ev_per_a": [[-0.378, 0.261, 0.060], [0.014, -0.019, 0.027], [0.069, 0.018, -0.101], [-0.018, -0.055, 0.221], [-0.459, -0.118, -0.058], [0.201, 0.390, -0.273], [0.183, -0.023, 0.130], [0.099, -0.039, -0.332], [0.015, 0.094, 0.057], [-0.081, -0.118, 0.000], [-0.051, -0.078, 0.000], [-0.042, 0.001, 0.000], [0.054, -0.071, -0.020], [0.055, 0.042, -0.101], [-0.011, 0.013, 0.042], [-0.023, 0.020, -0.066], [0.016, 0.028, -0.011], [0.081, -0.275, -0.021], [-0.039, 0.088, -0.017], [0.003, -0.030, -0.059], [-0.026, 0.087, 0.012], [0.078, 0.069, 0.003], [0.069, -0.034, -0.010], [0.005, 0.050, -0.003], [0.024, -0.346, 0.040], [0.187, -0.014, -0.121], [0.025, 0.032, 0.072], [-0.020, -0.036, -0.189], [-0.077, -0.037, 0.365], [-0.037, 0.340, 0.246], [-0.154, -0.047, 0.111], [-0.105, 0.032, -0.218], [0.066, 0.012, 0.073], [0.072, -0.036, -0.027], [-0.032, 0.006, -0.020], [0.028, -0.010, 0.025], [0.006, -0.017, -0.036], [0.027, 0.085, 0.045], [0.018, 0.088, 0.025], [0.022, -0.014, 0.040], [0.366, -0.521, 0.071], [-0.112, 0.044, 0.006], [-0.072, 0.009, 0.031], [0.021, -0.008, 0.017], [-0.002, 0.009, 0.003], [0.006, -0.008, 0.013], [-0.009, 0.012, -0.055], [-0.230, 0.130, 0.097], [-0.004, 0.021, -0.047], [-0.028, 0.055, 0.007], [0.032, -0.015, -0.033], [-0.058, 0.001, 0.046], [-0.012, 0.060, -0.114], [-0.054, -0.049, 0.034], [-0.088, -0.014, -0.044], [-0.042, 0.094, -0.113], [0.038, -0.010, 0.007], [0.020, -0.027, 0.040], [0.011, 0.012, 0.008], [-0.002, 0.005, 0.053], [0.060, 0.002, 0.031], [0.071, -0.014, -0.043], [-0.008, -0.013, -0.044], [0.012, 0.032, -0.016], [0.050, 0.051, -0.054], [0.016, -0.015, -0.042], [-0.025, -0.065, -0.018], [-0.018, -0.056, 0.051], [0.025, 0.025, 0.077], [0.095, 0.170, -0.064], [-0.049, 0.006, 0.084], [0.040, -0.036, -0.016], [-0.037, -0.065, 0.101], [-0.067, -0.031, -0.072], [-0.059, -0.051, 0.140], [0.222, -0.190, 0.002], [-0.064, -0.012, -0.066], [0.123, -0.100, 0.005], [0.031, 0.070, 0.001], [-0.062, -0.012, -0.101], [0.044, 0.151, 0.015], [-0.092, -0.027, 0.140], [0.047, 0.044, -0.047]], "lowdin_charge": [0.917, -0.006, -0.262, -0.152, 0.039, -0.812, 0.152, 0.696, -0.223, 0.005, -0.031, -0.028, -0.124, -0.089, 0.083, 0.107, 0.086, 0.171, 0.136, 0.122, 0.114, 0.122, 0.117, 0.065, 0.009, -0.038, -0.774, 0.129, 0.792, 0.036, 0.098, 0.169, 0.129, 0.116, -0.054, -0.059, -0.166, -0.333, -0.095, -0.059, 0.971, -0.312, -0.144, -0.064, -0.054, -0.052, -0.111, -0.312, -0.131, -0.060, -0.045, -0.050, -0.085, 0.115, 0.114, 0.061, 0.090, 0.114, 0.078, 0.111, 0.116, 0.116, 0.095, 0.089, 0.116, 0.118, 0.117, 0.100, -0.053, -0.664, -0.047, -0.053, -0.139, 0.098, 0.032, 0.074, 0.095, 0.075, 0.090, 0.096, 0.084, 0.048, 0.057], "e_lumo_ev": [-4.9, -7.9], "charge": 2, "orbital_gap_ha": [0.235, 0.214], "relative_energy_kcal_mol": 65.1, "s_squared": 6.04, "spin_multiplicity": 5, "e_tot_ev": -125271.823}